{"formula": "C47H47Co2O8P", "method": "the ωB97M-V functional and the def2-TZVPD basis", "relative_energy_kj_mol": 177.9, "orbital_gap_ev": 1.842, "lumo_energy_ev": -3.904, "elements": ["C", "C", "O", "C", "C", "C", "O", "C", "C", "C", "C", "C", "C", "C", "C", "C", "C", "O", "H", "H", "H", "H", "H", "H", "H", "H", "H", "H", "H", "H", "H", "H", "H", "H", "H", "H", "H", "H", "H", "H", "H", "H", "H", "O", "C", "Co", "C", "O", "C", "O", "C", "C", "C", "C", "C", "C", "C", "C", "C", "Co", "C", "O", "C", "O", "P", "C", "C", "C", "C", "C", "C", "C", "C", "C", "C", "C", "C", "C", "C", "C", "C", "C", "C", "H", "H", "H", "H", "H", "H", "H", "H", "H", "H", "H", "H", "H", "H", "H", "H", "H", "H", "H", "H", "H", "H"], "coordinates": [[3.0969, -0.2501, -1.6209], [1.8380, 0.5400, -1.3621], [1.3498, 0.3455, -0.0112], [0.1394, 0.9543, 0.0955], [-0.6756, 0.5684, 1.2565], [-2.0447, 1.0185, 1.2856], [-2.9109, 0.3989, 1.9438], [-2.5306, 2.2405, 0.5092], [-3.2625, 1.9916, -0.8177], [-4.6512, 1.3192, -0.7842], [-4.7604, -0.0190, -1.5448], [-4.7438, -1.2689, -0.6477], [-3.7174, -2.3312, -1.0756], [-2.2599, -1.9819, -0.7145], [-1.9626, -2.1759, 0.7627], [-0.5097, -1.9514, 1.1720], [-0.2994, -0.6509, 1.9942], [-0.2565, 1.6659, -0.8308], [3.5116, 0.1293, -2.5593], [3.8670, -0.1470, -0.8501], [2.8742, -1.3094, -1.7909], [1.9907, 1.6197, -1.5154], [1.0592, 0.1893, -2.0569], [-3.1816, 2.8236, 1.1759], [-1.6393, 2.8251, 0.2728], [-3.3934, 3.0053, -1.2307], [-2.5685, 1.4834, -1.5025], [-4.9884, 1.2179, 0.2587], [-5.3379, 2.0268, -1.2779], [-5.7282, 0.0016, -2.0676], [-3.9906, -0.0806, -2.3290], [-4.5804, -0.9765, 0.4007], [-5.7451, -1.7239, -0.6919], [-3.9867, -3.2723, -0.5768], [-3.7896, -2.4922, -2.1623], [-1.5826, -2.6095, -1.3134], [-2.0355, -0.9458, -1.0154], [-2.6119, -1.4972, 1.3338], [-2.3098, -3.1825, 1.0471], [-0.2110, -2.7792, 1.8237], [0.1666, -1.9173, 0.3055], [0.7437, -0.5606, 2.3226], [-0.9296, -0.7038, 2.8851], [8.2607, 2.4825, 5.7773], [7.3242, 2.7535, 5.1485], [6.0827, 3.3175, 4.0521], [6.6104, 4.9772, 4.0549], [7.0358, 6.0538, 4.0092], [6.8001, 2.8825, 2.4787], [7.2769, 2.6618, 1.4444], [4.1677, 2.5888, 4.3060], [4.1110, 1.2628, 4.7097], [4.0499, -0.0129, 4.2067], [4.9648, -1.0177, 4.7630], [5.5143, -2.1280, 4.0438], [6.5179, -2.9239, 4.6060], [6.9945, -2.6507, 5.8972], [6.4375, -1.6108, 6.6426], [5.4086, -0.8532, 6.0945], [4.4726, 2.4738, 6.0624], [5.6729, 2.0387, 7.2751], [6.4402, 1.8649, 8.1289], [4.6735, 4.1587, 6.5498], [4.8512, 5.2165, 6.9936], [2.7905, 1.9804, 7.4188], [3.0956, 1.2873, 9.1023], [2.6564, 0.0249, 9.5446], [2.9558, -0.4262, 10.8355], [3.6872, 0.3749, 11.7148], [4.1519, 1.6197, 11.2808], [3.8411, 2.0810, 9.9966], [1.7597, 3.4773, 7.7236], [1.1431, 3.7692, 8.9539], [0.3414, 4.9105, 9.0841], [0.1601, 5.7784, 8.0010], [0.8107, 5.5212, 6.7911], [1.6060, 4.3799, 6.6566], [1.6558, 0.7730, 6.6240], [0.4855, 1.1646, 5.9528], [-0.2133, 0.2377, 5.1748], [0.2191, -1.0950, 5.0941], [1.4035, -1.4788, 5.7249], [2.0933, -0.5561, 6.5069], [3.3630, 3.0706, 3.7390], [3.5092, -0.2300, 3.2823], [5.1238, -2.3626, 3.0489], [6.9315, -3.7694, 4.0487], [7.7878, -3.2483, 6.3425], [6.7608, -1.3958, 7.6631], [4.8805, -0.1373, 6.7366], [2.0702, -0.6189, 8.8925], [2.6149, -1.4114, 11.1556], [3.9005, 0.0314, 12.7291], [4.7649, 2.2354, 11.9392], [4.1766, 3.0765, 9.6931], [1.2932, 3.1137, 9.8123], [-0.1420, 5.1281, 10.0381], [-0.4786, 6.6591, 8.0968], [0.7119, 6.2058, 5.9469], [2.1146, 4.1964, 5.7053], [0.1152, 2.1864, 6.0383], [-1.0956, 0.5639, 4.6235], [-0.3488, -1.8445, 4.5382], [1.7995, -2.4879, 5.5864], [3.0074, -0.8763, 7.0102]], "mulliken_charge": [-1.268, -0.213, -0.165, 0.049, 0.244, 0.770, -0.815, -1.370, -0.736, -0.674, -0.947, -0.489, -1.294, 0.114, -0.691, -0.951, -0.006, -0.723, 0.396, 0.260, 0.295, 0.351, 0.300, 0.446, 0.511, 0.396, 0.437, 0.424, 0.379, 0.407, 0.453, 0.283, 0.401, 0.406, 0.352, 0.446, -0.240, 0.084, 0.649, 0.409, 0.292, -0.101, 0.390, -0.341, 0.192, -0.172, 0.230, -0.311, 0.420, -0.324, -1.055, 0.334, -0.479, 1.156, -0.861, -0.588, -0.565, -1.281, 0.313, 1.404, -0.018, -0.339, -0.124, -0.372, 2.318, 0.030, -0.372, -0.798, -0.525, -0.818, -0.161, 0.248, -0.651, -0.683, -0.586, -0.827, -0.154, 0.686, -0.658, -0.873, -0.774, -1.324, -0.230, 0.882, 0.462, 0.455, 0.394, 0.391, 0.448, 0.296, 0.481, 0.424, 0.384, 0.401, 0.416, 0.410, 0.420, 0.379, 0.430, 0.169, 0.393, 0.568, 0.515, 0.433, 0.520]}

{"formula": "FH18O9", "method": "the ωB97M-V functional and the def2-TZVPD basis", "relative_energy_kj_mol": 14.2, "orbital_gap_ev": 10.554, "total_charge": -1, "lumo_energy_ev": 3.174, "elements": ["F", "O", "H", "H", "O", "H", "H", "O", "H", "H", "O", "H", "H", "O", "H", "H", "O", "H", "H", "O", "H", "H", "O", "H", "H", "O", "H", "H"], "coordinates": [[0.0138, 0.1668, -0.3887], [2.1398, -0.9002, -1.0907], [1.7428, -1.3452, -1.8397], [1.3968, -0.3842, -0.7067], [2.6348, 2.3748, -1.1047], [1.8958, 1.8058, -1.3497], [2.5708, 2.3048, -0.1637], [0.9948, -0.2062, 2.2533], [0.5338, -0.9742, 2.4653], [0.6688, -0.0702, 1.3493], [0.5388, 1.2778, -2.7367], [-0.2222, 1.8328, -2.8997], [0.1898, 0.6948, -2.0607], [1.1948, -2.8912, 0.6413], [1.1858, -3.5902, 0.0203], [1.4048, -2.1402, 0.1243], [-2.1912, -0.1072, 1.9703], [-2.3642, 0.2158, 1.0933], [-2.5872, -0.9972, 2.1683], [-1.5702, -1.9082, -0.2247], [-0.7712, -1.3992, -0.2747], [-1.2512, -2.4812, 0.4353], [-2.5552, 0.8798, -0.6727], [-1.8162, 0.3048, -0.4797], [-2.2792, 1.6938, -0.2517], [-0.4842, 2.2798, 1.0613], [-0.1312, 1.4408, 0.7273], [-0.8832, 2.1238, 1.9343]], "mulliken_charge": [-0.296, -0.792, 0.330, 0.286, -0.672, 0.394, 0.314, -0.659, 0.299, 0.328, -0.732, 0.307, 0.352, -0.606, 0.274, 0.367, -0.588, 0.424, 0.272, -0.666, 0.320, 0.349, -0.778, 0.033, 0.400, -0.703, 0.082, 0.361]}

{"formula": "CH3NOS", "method": "the ωB97M-V functional and the def2-TZVPD basis", "relative_energy_kj_mol": 286.1, "orbital_gap_ev": [9.682, 9.681], "smiles": "NSC=O", "lumo_energy_ev": [-0.005, -0.005], "elements": ["C", "N", "O", "S", "H", "H", "H"], "coordinates": [[-1.6297, 1.3228, 0.4676], [0.2148, -0.4430, -0.4205], [-2.8731, 2.1020, 0.5239], [-1.2630, 0.2111, -0.8035], [-0.9760, 1.4037, 1.3997], [0.2333, -1.4288, -0.6240], [0.9769, -0.1191, -0.8951]], "mulliken_charge": [0.056, -0.503, -0.507, 0.105, 0.314, 0.280, 0.256]}

{"formula": "C4H10O2", "method": "the ωB97M-V functional and the def2-TZVPD basis", "relative_energy_kj_mol": 476.4, "orbital_gap_ev": [8.190, 8.257], "lumo_energy_ev": [0.953, 0.986], "elements": ["C", "O", "C", "C", "O", "C", "H", "H", "H", "H", "H", "H", "H", "H", "H", "H"], "coordinates": [[-2.0675, -1.3043, -0.1646], [-1.4523, -1.6845, -1.2458], [-0.5928, -1.0390, -1.9690], [0.9618, -0.2863, 0.8788], [0.4437, 0.9110, 0.3504], [1.2423, 2.0169, 0.6853], [-2.7676, -2.0217, 0.2348], [0.2684, -1.0900, 0.6127], [-1.9287, -0.2898, 0.1931], [-0.2066, -1.5891, -2.8133], [-0.3029, -0.0350, -1.6786], [1.0373, -0.2328, 1.9762], [1.9598, -0.5061, 0.4697], [1.2677, 2.1775, 1.7746], [2.2774, 1.8883, 0.3309], [0.8088, 2.8969, 0.2043]], "mulliken_charge": [-0.495, -0.277, -0.448, -0.702, -0.256, -0.692, 0.270, 0.241, 0.331, 0.277, 0.337, 0.334, 0.297, 0.271, 0.290, 0.220]}